1.
# C3H8BrP

A cluster of 2 separate species, C3H8BrP in total (the ωB97M-V functional and the def2-TZVPD basis, OMol25).

Summary:
* E_tot: -82568.62838 eV

Each line ends with the natural charge from an NBO analysis.
Geometry (Å):
C 0.305971 -1.980629 1.061798  -0.689
C 0.772181 2.942130 -0.404373  -0.490
C 0.040169 -1.261324 -0.205876  -0.428
P -1.543067 -1.218897 -0.957945  0.526
Br -2.625389 0.342087 0.265373  -0.267
H 1.320562 -2.375253 1.081598  0.225
H 0.201552 -1.304771 1.918425  0.237
H -0.403323 -2.792505 1.216334  0.223
H 1.264790 3.889111 -0.410163  0.163
H 0.618217 2.416446 -1.321858  0.160
H 0.362250 2.556132 0.502979  0.167
H 0.884787 -0.892386 -0.766624  0.206
H -1.198701 -0.320146 -1.979674  -0.033

Force components x, y, z for each atom (eV/Å):
-0.006 0.133 0.111
-0.032 -0.033 -0.013
0.160 -0.266 -0.154
-0.055 -0.066 -0.080
-0.175 0.155 0.227
0.006 -0.058 0.053
0.013 0.002 0.037
-0.046 -0.090 0.050
0.201 0.329 0.000
-0.044 -0.177 -0.303
-0.144 -0.146 0.313
0.098 0.181 -0.040
0.023 0.035 -0.202

2.
# C4H11NO

An isolated molecule of C4H11NO (the ωB97M-V functional and the def2-TZVPD basis, OMol25).

Summary:
* SMILES: CN[C@@H](C)CO
* E_tot: -7863.34298 eV

Each line ends with the natural charge from an NBO analysis.
Geometry (Å):
C -0.885683 0.094292 2.030834  -0.422
N -0.745268 -0.900847 0.949880  -0.613
C -0.984295 0.923664 -0.701524  -0.642
C -0.285087 -0.382671 -0.330851  -0.072
C 1.244825 -0.260636 -0.392024  -0.070
O 1.705263 0.222061 -1.640641  -0.715
H -1.074809 -0.435174 2.955515  0.205
H -0.005404 0.734714 2.162388  0.162
H -1.711018 0.773842 1.872776  0.192
H -0.049043 -1.544243 1.312530  0.349
H -2.034875 0.792929 -0.411253  0.226
H -0.645629 1.763725 -0.089676  0.200
H -0.950249 1.182866 -1.752583  0.221
H -0.543951 -1.101765 -1.113488  0.190
H 1.671143 -1.245123 -0.214528  0.174
H 1.565195 0.404072 0.405243  0.150
H 1.402149 1.126497 -1.743491  0.465

Force components x, y, z for each atom (eV/Å):
0.312 0.062 -0.363
-0.005 0.382 0.833
-0.687 -0.195 1.001
0.448 0.163 -0.888
-0.633 0.365 0.103
0.168 -0.365 -0.078
0.000 -0.104 0.191
0.133 -0.073 0.107
-0.378 -0.020 -0.193
-0.127 -0.303 -0.327
0.035 0.093 -0.358
0.250 0.053 -0.149
0.181 -0.105 -0.141
-0.143 -0.144 0.095
0.242 -0.048 -0.178
0.233 0.143 0.342
-0.030 0.096 0.002